{"formula": "C24H19FIrN3O3Se2", "method": "the ωB97M-V functional and the def2-TZVPD basis", "homo_lumo_gap_ev": 6.5, "charge": 2, "homo_ev": -14.0655, "max_force_ha_per_bohr": 0.0707, "e_tot_ha": -6322.4788, "species": ["Ir", "Se", "Se", "C", "C", "C", "C", "C", "N", "C", "C", "C", "C", "C", "N", "H", "H", "H", "H", "H", "H", "H", "H", "C", "C", "C", "C", "C", "C", "C", "F", "C", "C", "C", "O", "C", "C", "N", "C", "C", "O", "O", "H", "H", "H", "H", "H", "H", "H", "H", "H", "H", "H"], "xyz": [[2.4352, -1.0880, 0.1349], [4.0665, -2.3592, 2.5369], [4.8247, -0.4033, 1.4842], [5.2873, -1.1341, -0.2524], [6.5594, -1.0624, -0.7653], [6.7574, -1.5149, -2.0697], [5.6849, -2.0241, -2.7836], [4.4394, -2.0729, -2.1819], [4.2499, -1.6290, -0.9314], [2.3956, -1.5928, 3.1051], [2.0562, -1.5813, 4.4393], [0.8234, -1.0466, 4.8003], [-0.0079, -0.5452, 3.8156], [0.4075, -0.5918, 2.4960], [1.5881, -1.1114, 2.1457], [7.3679, -0.6576, -0.1728], [7.7414, -1.4618, -2.5160], [5.8065, -2.3835, -3.7952], [3.5779, -2.4796, -2.6925], [2.7316, -1.9862, 5.1796], [0.5206, -1.0273, 5.8386], [-0.9675, -0.1153, 4.0632], [-0.2152, -0.2109, 1.7037], [-2.9262, 3.8716, -1.8916], [-3.4080, 2.7615, -0.9669], [-4.6961, 2.1441, -1.4861], [-5.1845, 1.0564, -0.5428], [-4.1150, 0.0098, -0.3921], [-4.4362, -1.3005, -0.1329], [-3.4381, -2.2696, -0.0269], [-3.7886, -3.5250, 0.2383], [-2.1180, -1.9593, -0.1758], [-1.7650, -0.6251, -0.4322], [-0.3649, -0.2767, -0.5454], [0.4971, -1.2315, -0.5112], [-0.0722, 1.0706, -0.6691], [-1.0949, 1.9872, -0.8429], [-2.3789, 1.6829, -0.8020], [-2.7579, 0.3658, -0.5461], [1.3169, 1.6198, -0.6422], [1.5113, 2.7466, -1.0086], [2.2871, 0.8635, -0.1639], [-3.7785, 4.4962, -2.1519], [-2.5139, 3.4596, -2.8140], [-2.1890, 4.5244, -1.4269], [-3.5939, 3.1737, 0.0286], [-4.5199, 1.7175, -2.4779], [-5.4434, 2.9289, -1.5844], [-6.0980, 0.5996, -0.9210], [-5.4213, 1.4863, 0.4350], [-5.4700, -1.5989, -0.0125], [-1.3525, -2.7158, -0.0918], [-0.8184, 3.0155, -1.0252]], "forces_ev_per_angstrom": [[-0.2, 1.2, 3.4], [0.0, -0.4, 0.1], [-0.7, -0.2, -0.9], [0.1, 0.0, 0.2], [0.1, -0.1, 0.0], [-0.1, 0.1, 0.0], [0.1, -0.1, 0.1], [0.1, -0.1, 0.0], [-0.7, 0.7, -1.4], [0.2, 0.0, -0.4], [-0.1, 0.0, 0.0], [-0.1, -0.1, 0.0], [0.0, 0.0, 0.1], [0.0, 0.0, 0.1], [-0.4, 0.7, -1.1], [0.0, 0.0, 0.0], [0.0, 0.0, 0.0], [0.0, 0.0, 0.0], [-0.1, 0.1, 0.0], [0.0, 0.0, 0.0], [0.0, 0.0, 0.0], [0.0, 0.0, 0.0], [0.0, 0.0, 0.1], [0.1, 0.0, 0.1], [-0.3, 0.3, -0.2], [0.0, -0.2, 0.1], [0.1, 0.0, -0.1], [-0.1, 0.1, 0.0], [0.0, -0.1, 0.0], [0.1, 0.1, 0.1], [-0.1, 0.0, 0.0], [0.0, 0.0, 0.0], [0.1, -0.2, -0.1], [-0.3, 0.2, -0.2], [0.7, -1.2, 0.0], [0.5, -0.1, 0.1], [-0.1, 0.1, 0.0], [0.1, 0.0, 0.0], [0.0, -0.2, 0.0], [-1.0, -0.2, -0.5], [0.5, 0.1, 0.2], [1.2, -0.4, 0.2], [0.0, 0.0, 0.0], [0.0, 0.0, 0.0], [0.0, 0.0, 0.0], [0.0, -0.1, 0.0], [0.0, 0.1, 0.0], [0.0, 0.0, 0.0], [0.0, 0.0, 0.0], [0.0, 0.0, 0.0], [0.0, 0.0, 0.0], [0.0, 0.0, 0.0], [0.0, 0.0, 0.0]]}


{"formula": "C3H2BiO2", "method": "the ωB97M-V functional and the def2-TZVPD basis", "homo_lumo_gap_ev": [5.1, 5.3], "charge": 2, "homo_ev": [-18.4112, -18.4216], "max_force_ha_per_bohr": 0.1153, "e_tot_ha": -479.7352, "spin_multiplicity": 2, "species": ["H", "O", "O", "C", "C", "C", "H", "Bi"], "xyz": [[0.0690, -1.2808, -2.1305], [-0.9796, -0.5799, -0.3619], [-0.2495, 0.5819, 1.5774], [0.0668, -0.5795, -1.2964], [0.9728, 0.1286, -0.5796], [-0.0560, 0.2204, 0.4542], [1.8855, 0.6773, -0.7828], [-1.7089, 0.8321, 3.1194]], "forces_ev_per_angstrom": [[-0.3, 0.6, -0.2], [-0.1, 0.9, 1.5], [-0.8, 0.9, 2.7], [0.8, -0.8, 1.0], [-0.2, 1.4, 0.1], [0.6, -2.4, -5.4], [0.0, -0.5, 0.2], [0.0, 0.0, 0.0]]}


{"formula": "C5H6O2S", "method": "the ωB97M-V functional and the def2-TZVPD basis", "homo_lumo_gap_ev": 9.9, "smiles": "O=C1SCC[C@H]2O[C@H]12", "charge": 0, "homo_ev": -9.2474, "max_force_ha_per_bohr": 0.0780, "e_tot_ha": -742.6589, "species": ["C", "C", "C", "C", "C", "H", "H", "H", "H", "H", "H", "O", "O", "S"], "xyz": [[1.9535, 0.0709, 0.0996], [-0.8039, -1.2310, 0.2434], [-1.3246, 0.1003, -0.3579], [-0.0860, 0.8500, -0.6109], [0.8928, 0.9752, 0.5393], [-1.1902, -2.2418, 0.0197], [-0.7926, -1.1681, 1.4396], [-2.1217, 0.0255, -1.1449], [-2.0458, 0.5805, 0.4498], [0.4666, 0.6875, -1.5819], [0.5218, 0.7370, 1.4824], [3.0852, 0.1162, -0.2564], [0.3988, 2.0470, -0.0954], [1.0460, -1.5493, -0.2265]], "forces_ev_per_angstrom": [[0.5, -2.0, -1.0], [1.8, -0.8, 2.4], [-3.5, 0.2, 1.9], [1.7, 0.6, -1.2], [-0.4, -1.9, -1.5], [-0.5, 0.9, -0.3], [-0.1, -0.1, -2.7], [1.5, -0.3, -0.1], [1.9, -0.6, -1.1], [-1.1, -0.2, 0.9], [-0.7, -0.2, 1.7], [0.1, 0.7, 0.3], [-0.7, 3.9, -0.3], [-0.5, -0.3, 0.9]]}